ORCA calculation (the ωB97M-V functional and the def2-TZVPD basis) on C22H39N3O7S3Zr as an isolated structure in a non-equilibrium geometry.

Relative energy (zero: lowest compared OMol25 entry of this formula, charge and spin), kcal/mol: 22.6
Orbital gap, eV: 7.47
HOMO, eV: -13.635

The geometry in ORCA input format:
```
! RIJCOSX wB97M-V def2-TZVPD def2/J DEFGRID3
* xyz 2 1
Zr -0.24222 -0.26047 0.41731
C -1.92122 -3.34811 0.33539
O -0.71345 -2.61290 0.00753
C -0.00704 -3.28548 -1.05097
C 0.64057 -2.23739 -1.91823
O 1.28544 -1.24883 -1.09894
C 2.62825 -1.55161 -0.67301
C 2.60665 -2.30149 0.63571
O 1.60596 -1.67948 1.43914
C 1.85474 -1.88061 2.84221
H -2.51953 -3.47871 -0.56529
H -1.63487 -4.31726 0.74601
H -2.48504 -2.76733 1.05357
H 0.70504 -3.98813 -0.61377
H -0.71647 -3.85200 -1.65810
H 1.36634 -2.67896 -2.60398
H -0.11396 -1.69260 -2.48893
H 3.14163 -2.10699 -1.45935
H 3.10971 -0.58436 -0.54034
H 2.39002 -3.36803 0.52953
H 3.58422 -2.20452 1.11611
H 2.87087 -1.56274 3.08016
H 1.15387 -1.26685 3.39606
H 1.73288 -2.93643 3.09228
C -4.67330 0.43442 -3.26512
S -3.98397 1.80149 -2.31107
C -3.08575 0.99406 -1.03752
S -2.57503 -0.67586 -1.12967
N -2.74000 1.78449 -0.07081
N -2.02800 1.03070 0.87858
C -2.51704 1.08410 2.05559
C -2.15923 0.02454 3.00146
C -2.52787 0.07759 4.32868
C -2.25030 -1.01725 5.14205
C -1.63960 -2.12078 4.58154
C -1.30672 -2.09123 3.23087
N -1.55388 -1.05040 2.44589
H -4.99776 0.86829 -4.20869
H -3.92382 -0.32816 -3.46025
H -5.52877 0.00516 -2.75120
H -3.30300 1.79913 2.28580
H -3.01900 0.95804 4.71865
H -2.52292 -1.00690 6.18807
H -1.42261 -3.00281 5.16589
H -0.83003 -2.94429 2.76468
C 3.39685 2.37005 1.86482
C 1.93966 2.21326 1.47381
C 1.27305 3.54593 1.15010
O 1.80781 1.31437 0.34240
C 1.14580 1.52784 2.57518
O 1.19343 1.82461 3.73127
O 0.37671 0.54076 2.10248
H 3.94098 2.92068 1.09690
H 3.86797 1.39733 2.00505
H 3.46546 2.92123 2.80060
H 1.84358 4.07785 0.38508
H 1.24801 4.17258 2.04063
H 0.24708 3.40289 0.80035
H 2.10261 1.78208 -0.44732
C 0.23152 0.64386 -4.69292
C -0.89602 1.24087 -3.87274
S -0.49724 2.08179 -2.33619
O -0.07911 0.95238 -1.36928
C 1.04872 2.93216 -2.70822
C 2.31106 2.07390 -2.79420
H -0.20776 0.10715 -5.53322
H 0.82685 -0.06488 -4.11796
H 0.89045 1.40316 -5.10773
H -1.60617 0.48355 -3.53305
H -1.47259 1.98555 -4.42618
H 1.11182 3.68175 -1.91885
H 0.83940 3.47554 -3.63269
H 2.16539 1.09726 -2.32659
H 3.13940 2.58380 -2.30227
H 2.61150 1.89764 -3.82284
*
```